No. 1
The following is a quantum chemistry calculation of a structure of composition C18H42HgN7O9 in a non-equilibrium geometry, from OMol25.

```
77
Properties=species:S:1:pos:R:3:mulliken_spin:R:1
Hg -2.968 -1.377 0.577 1.19
N -0.090 0.472 0.107 0.01
O -0.047 0.738 -1.091 0.00
O 0.881 0.663 0.873 0.00
O -1.047 -0.067 0.622 -0.07
C -1.285 -5.057 0.088 0.00
C -0.611 -3.798 0.683 0.02
O -1.379 -2.827 1.003 -0.10
N 0.698 -3.676 0.701 0.00
C 1.539 -2.800 1.566 0.00
H -1.073 -5.929 0.708 0.00
H -0.831 -5.402 -0.841 0.00
H -2.336 -4.823 -0.082 0.01
H 1.232 -4.470 0.377 0.00
H 2.474 -2.567 1.057 0.00
H 1.764 -3.323 2.496 0.00
H 0.946 -1.937 1.871 0.00
C 3.732 -3.200 -5.005 0.00
C 3.123 -2.146 -4.122 0.00
O 2.241 -1.395 -4.533 0.00
N 3.524 -2.139 -2.822 0.00
C 2.765 -1.272 -1.854 0.00
H 4.563 -3.763 -4.582 0.00
H 4.124 -2.580 -5.811 0.00
H 2.990 -3.864 -5.449 0.00
H 4.138 -2.879 -2.515 0.00
H 3.310 -1.236 -0.910 0.00
H 1.685 -1.404 -1.795 0.00
H 2.793 -0.300 -2.347 0.00
C -0.368 2.338 4.125 0.00
C 0.895 1.790 4.659 0.00
O 1.526 2.343 5.585 0.00
N 1.337 0.686 3.978 0.00
C 2.405 -0.202 4.517 0.00
H -0.650 3.069 4.883 0.00
H -1.157 1.585 4.124 0.00
H -0.246 2.869 3.181 0.00
H 1.354 0.795 2.975 0.00
H 1.908 -0.607 5.399 0.00
H 3.092 0.430 5.081 0.00
H 2.718 -0.975 3.816 0.00
C 2.926 4.558 3.165 0.00
C 2.267 4.876 1.840 0.00
O 1.911 5.974 1.700 0.00
N 2.165 3.920 0.969 0.00
C 1.515 4.120 -0.289 0.00
H 3.272 3.533 3.297 0.00
H 2.288 4.842 4.003 0.00
H 3.856 5.126 3.185 0.00
H 2.412 2.957 1.148 0.00
H 0.559 4.637 -0.205 0.00
H 1.394 3.134 -0.736 0.00
H 2.016 4.789 -0.989 0.00
C -3.866 -3.254 -2.870 0.03
C -2.812 -2.230 -2.646 0.00
O -2.547 -1.793 -1.554 -0.09
N -2.201 -1.772 -3.789 0.00
C -0.994 -0.892 -3.848 0.00
H -3.503 -3.974 -3.604 0.00
H -4.651 -2.671 -3.351 0.00
H -4.319 -3.842 -2.072 0.00
H -2.376 -2.391 -4.568 0.00
H -1.310 0.107 -3.547 0.00
H -0.451 -0.890 -4.793 0.00
H -0.339 -1.225 -3.043 0.00
C -2.745 2.869 1.606 0.00
C -3.516 2.067 0.586 0.02
O -3.787 0.888 0.809 -0.04
N -3.975 2.781 -0.508 0.00
C -5.135 2.389 -1.352 0.00
H -2.011 2.251 2.123 0.00
H -3.488 3.097 2.370 0.00
H -2.519 3.841 1.166 0.00
H -3.557 3.692 -0.634 0.00
H -4.703 1.954 -2.253 0.00
H -5.754 3.240 -1.639 0.00
H -5.692 1.531 -0.975 0.00
```

Values from the calculation:
LUMO level (spin up / spin down) = 0.035 / -0.346 eV
Gap between HOMO and LUMO (spin up / spin down) = 6.66 / 8.29 eV
Spin multiplicity = 2
HOMO level (spin up / spin down) = -6.62 / -8.64 eV
Energy above the lowest of the compared OMol25 structures with the same formula, charge and spin = 125.2 kJ/mol
Molecular weight = 701.164 u
Calculated total energy = -52375.650 eV
Net charge = 0

***

No. 2
The following is a quantum chemistry calculation of an isolated molecule of C12H18N4OS2 in a non-equilibrium geometry, from OMol25.

```
37
Properties=species:S:1:pos:R:3:mulliken_charge:R:1
S 2.275 -0.993 2.727 -0.42
C 1.932 -0.713 1.137 0.37
N 1.572 -1.643 0.236 -0.10
C 0.898 -2.856 0.619 -1.07
C -0.623 -2.684 0.453 -0.84
N -1.038 -1.432 1.053 0.53
C -2.178 -0.802 0.417 -0.67
C -2.342 0.598 1.010 -0.60
O -2.546 0.547 2.399 -0.40
C -1.470 -0.107 3.034 -0.58
C -1.265 -1.518 2.485 -0.77
N 2.095 0.553 0.653 -0.04
N 1.724 0.880 -0.587 -0.26
C 1.840 2.091 -0.985 -0.39
C 1.437 2.475 -2.298 0.49
C 0.881 1.710 -3.294 -0.50
C 0.612 2.442 -4.462 -0.45
C 0.961 3.754 -4.352 -0.42
S 1.626 4.124 -2.816 -0.14
H 1.319 -1.252 -0.665 0.24
H 1.249 -3.682 -0.003 0.36
H 1.159 -3.059 1.659 0.43
H -1.141 -3.557 0.882 0.31
H -0.854 -2.643 -0.615 0.46
H -1.993 -0.719 -0.657 0.42
H -3.109 -1.375 0.577 0.29
H -3.215 1.099 0.587 0.36
H -1.437 1.185 0.783 0.27
H -1.712 -0.138 4.097 0.34
H -0.543 0.467 2.888 0.26
H -0.390 -1.958 2.965 0.41
H -2.151 -2.136 2.714 0.36
H 2.453 1.255 1.303 0.28
H 2.247 2.875 -0.338 0.26
H 0.681 0.662 -3.173 0.40
H 0.178 2.018 -5.349 0.38
H 0.867 4.531 -5.085 0.44
```

Values from the calculation:
LUMO level = -0.113 eV
Gap between HOMO and LUMO = 7.88 eV
SMILES = S=C(NCCN1CCOCC1)N/N=C/c1cccs1
HOMO level = -7.99 eV
Molecular weight = 298.437 u
Calculated total energy = -42413.322 eV
Net charge = 0

***

No. 3
The following is a quantum chemistry calculation of a structure of composition C6H5FI2 in a non-equilibrium geometry, from OMol25.

```
14
Properties=species:S:1:pos:R:3:mulliken_charge:R:1
C -0.215 -0.297 1.118 -0.77
C -1.492 -0.247 1.048 -0.39
C 0.393 0.236 -0.044 0.59
C -1.857 0.115 -0.284 -0.51
C -0.753 0.285 -0.967 -0.82
C 1.653 -0.222 -0.560 0.02
F 1.544 0.086 -1.876 -0.23
I 3.166 1.212 0.278 0.08
I 2.313 -2.284 -0.129 0.12
H 0.277 -0.470 2.090 0.34
H -2.258 -0.553 1.782 0.39
H 0.570 1.300 0.263 0.24
H -2.732 0.353 -0.707 0.54
H -0.609 0.486 -2.012 0.41
```

Values from the calculation:
LUMO level = -0.714 eV
Gap between HOMO and LUMO = 8.33 eV
HOMO level = -9.04 eV
Energy above the lowest of the compared OMol25 structures with the same formula, charge and spin = 0.0 kJ/mol
Molecular weight = 349.912 u
Calculated total energy = -25219.005 eV
Net charge = 0

***

No. 4
The following is a quantum chemistry calculation of a structure of composition C19H38BBeN2O13 in a non-equilibrium geometry, from OMol25.

```
74
Properties=species:S:1:pos:R:3:mulliken_charge:R:1
Be 0.999 0.382 -0.096 1.06
O -2.736 -1.679 -1.306 -0.64
C -3.007 -1.419 -0.166 0.16
O -4.172 -1.390 0.409 -0.49
B -4.013 -1.075 1.833 0.96
O -2.594 -0.522 1.902 -0.34
C -1.958 -0.926 0.864 0.33
O -0.789 -0.872 0.606 -0.04
O -4.076 -2.222 2.752 -0.62
C -5.042 -2.064 3.644 0.57
O -5.374 -2.807 4.486 -0.53
C -5.577 -0.625 3.430 0.62
O -5.034 -0.171 2.299 -0.55
O -6.424 -0.069 4.032 -0.55
C -0.106 -2.835 -3.242 -1.15
C 0.515 -1.434 -3.163 0.75
C 0.109 -0.553 -4.322 -1.71
O -0.031 -0.828 -1.936 0.77
H -0.068 -3.271 -4.243 0.44
H -1.118 -2.915 -2.844 0.22
H 0.461 -3.593 -2.691 0.28
H 1.607 -1.419 -3.129 0.19
H 0.451 -1.039 -5.243 0.47
H 0.412 0.473 -4.165 0.32
H -0.972 -0.594 -4.506 0.36
H -0.952 -1.156 -1.963 -0.35
C 1.788 -2.977 -0.334 -1.14
O 2.200 -1.680 0.054 0.46
C 3.577 -1.528 0.238 -0.92
C 3.955 -0.125 0.590 -1.00
N 3.115 0.897 -0.002 -0.42
C 3.250 1.036 -1.445 -0.68
C 2.262 2.069 -1.908 -0.89
O 1.038 1.382 -1.843 0.60
C -0.044 1.972 -2.538 -1.40
H 2.084 -3.174 -1.373 0.22
H 0.713 -3.101 -0.277 0.29
H 2.362 -3.742 0.196 0.47
H 4.083 -1.680 -0.726 0.37
H 3.923 -2.244 0.984 0.56
H 5.035 0.038 0.478 0.60
H 3.910 0.064 1.669 0.14
H 3.453 1.754 0.421 0.40
H 3.174 0.080 -1.965 0.22
H 4.286 1.327 -1.671 0.57
H 2.541 2.245 -2.948 0.74
H 2.298 2.935 -1.247 0.25
H -0.557 2.697 -1.912 0.08
H -0.805 1.250 -2.803 0.27
H 0.345 2.399 -3.463 0.58
C 1.013 -1.405 2.704 -0.86
O 1.493 -0.159 2.118 0.52
C 1.479 0.854 3.109 -1.00
C 1.583 2.152 2.323 -0.84
N 0.517 2.204 1.288 -0.23
C -0.829 2.317 1.908 -0.68
C -1.949 2.553 0.902 -1.06
O -1.991 1.554 -0.089 0.45
C -3.168 1.710 -0.861 -1.35
H 0.993 -2.065 1.848 -0.09
H -0.003 -1.227 3.058 0.34
H 1.622 -1.714 3.551 0.34
H 2.309 0.881 3.819 0.43
H 0.538 0.873 3.660 0.55
H 2.539 2.207 1.796 0.06
H 1.644 3.110 2.851 0.57
H 0.747 3.111 0.877 0.32
H -0.895 3.163 2.604 0.37
H -0.929 1.419 2.516 0.32
H -1.778 3.534 0.433 0.45
H -2.880 2.554 1.480 0.42
H -3.252 0.933 -1.624 0.34
H -3.236 2.644 -1.424 0.41
H -4.065 1.529 -0.260 0.28
```

Values from the calculation:
LUMO level = -2.981 eV
Gap between HOMO and LUMO = 8.27 eV
HOMO level = -11.26 eV
Energy above the lowest of the compared OMol25 structures with the same formula, charge and spin = 0.0 kJ/mol
Molecular weight = 522.338 u
Calculated total energy = -50992.081 eV
Net charge = +1

***

No. 5
The following is a quantum chemistry calculation of a cluster of 15 separate species, C35H90IN30O16 in total in a non-equilibrium geometry, from OMol25.

```
172
Properties=species:S:1:pos:R:3:mulliken_charge:R:1
C 1.686 3.119 -0.364 -1.18
C 0.695 2.426 -0.978 -0.41
C -0.238 1.515 -0.200 -0.95
C 0.527 0.730 0.825 1.19
C 1.497 -0.100 0.350 -1.68
C 2.233 -0.838 1.287 1.15
C 3.291 -1.763 0.739 -0.68
C 2.629 -3.050 0.178 -0.91
C 2.461 -4.209 1.177 -0.70
C 0.990 -4.474 1.491 -0.60
O 0.475 -3.573 2.491 -0.27
C 0.564 -4.032 3.754 0.97
C -0.104 -3.143 4.768 -0.86
O 1.148 -5.049 4.078 -0.63
N 2.003 -0.685 2.577 1.96
C 2.816 -1.385 3.582 -0.07
C 3.966 -0.507 4.090 -1.15
C 4.899 0.026 3.000 -0.16
C 6.137 -0.853 2.739 -0.75
C 6.575 -0.701 1.257 -1.19
N 1.063 0.105 3.110 -1.28
C 0.346 0.767 2.236 0.47
C -0.731 1.609 2.870 -1.39
I -0.326 3.707 2.572 0.16
C -2.174 1.218 2.460 -0.38
C -2.305 -0.240 1.978 -0.61
H 1.705 4.193 -0.539 0.44
H 2.480 2.673 0.225 0.24
H 0.527 2.541 -2.043 0.59
H -0.669 0.798 -0.906 0.58
H -1.058 2.109 0.186 0.15
H 1.717 -0.207 -0.700 0.79
H 3.731 -1.243 -0.112 0.53
H 4.101 -1.949 1.431 -0.09
H 1.664 -2.756 -0.236 0.52
H 3.234 -3.362 -0.669 0.46
H 2.820 -5.109 0.680 0.49
H 3.058 -4.103 2.080 0.36
H 0.441 -4.237 0.584 0.51
H 0.789 -5.516 1.701 -0.02
H 0.683 -2.791 5.430 0.25
H -0.512 -2.250 4.299 -0.06
H -0.883 -3.670 5.310 0.36
H 3.118 -2.368 3.250 -0.17
H 2.187 -1.565 4.448 -0.17
H 3.564 0.322 4.670 0.47
H 4.522 -1.120 4.799 0.44
H 4.397 0.265 2.065 -0.11
H 5.295 0.971 3.370 0.57
H 5.923 -1.906 2.927 0.32
H 6.966 -0.542 3.365 0.53
H 7.628 -0.439 1.212 0.49
H 6.044 0.106 0.755 0.28
H 6.402 -1.617 0.696 0.21
H -0.685 1.503 3.945 0.70
H -2.593 1.940 1.766 0.33
H -2.792 1.315 3.349 0.34
H -1.620 -0.934 2.460 -0.20
H -2.144 -0.240 0.900 0.10
H -3.324 -0.583 2.125 0.56
C 0.703 -8.766 0.559 0.65
O 0.529 -7.733 -0.067 -0.62
N 0.773 -9.984 -0.050 -0.42
N 0.844 -8.788 1.922 -0.30
H 0.915 -10.845 0.442 0.15
H 0.674 -10.004 -1.048 0.23
H 0.800 -7.911 2.405 0.17
H 0.989 -9.626 2.450 0.17
C 2.739 5.343 -3.701 0.40
O 1.588 5.248 -3.291 -0.70
N 3.776 4.712 -3.082 -0.22
N 3.065 6.072 -4.806 -0.31
H 4.730 4.760 -3.388 0.19
H 3.550 4.163 -2.272 0.15
H 2.317 6.534 -5.290 0.22
H 4.000 6.160 -5.161 0.18
C -2.577 -5.964 7.012 0.65
O -2.503 -4.825 7.444 -0.63
N -3.647 -6.776 7.257 -0.38
N -1.587 -6.510 6.242 -0.33
H -3.725 -7.713 6.911 0.16
H -4.387 -6.401 7.819 0.23
H -0.790 -5.930 6.056 0.20
H -1.614 -7.438 5.866 0.17
C -6.282 0.551 3.310 0.66
O -5.339 0.732 2.546 -0.55
N -6.106 0.167 4.605 -0.40
N -7.575 0.721 2.918 -0.46
H -6.862 0.015 5.246 0.17
H -5.165 0.034 4.923 0.21
H -7.736 1.009 1.970 0.24
H -8.362 0.581 3.523 0.15
C 3.212 2.715 -7.012 0.54
O 3.094 3.686 -7.737 -0.65
N 3.316 1.441 -7.500 -0.37
N 3.252 2.824 -5.649 -0.20
H 3.417 0.630 -6.920 0.16
H 3.291 1.329 -8.496 0.24
H 3.180 3.750 -5.268 0.26
H 3.352 2.044 -5.027 0.17
C -5.821 -0.682 -1.307 0.53
O -5.883 -0.951 -2.494 -0.70
N -6.555 -1.344 -0.364 -0.32
N -5.013 0.301 -0.814 -0.26
H -6.511 -1.135 0.617 0.15
H -7.161 -2.076 -0.684 0.20
H -4.455 0.812 -1.471 0.16
H -4.958 0.529 0.164 0.16
C -4.952 -2.547 -6.084 0.77
O -5.163 -3.644 -5.565 -0.83
N -4.360 -2.424 -7.303 -0.34
N -5.305 -1.386 -5.477 -0.35
H -4.187 -1.543 -7.744 0.17
H -4.115 -3.270 -7.791 0.16
H -5.754 -1.441 -4.576 0.23
H -5.146 -0.485 -5.883 0.15
C 3.639 5.408 4.214 0.56
O 3.589 5.679 3.021 -0.68
N 4.634 5.830 5.036 -0.30
N 2.682 4.643 4.826 -0.23
H 4.660 5.599 6.018 0.30
H 5.358 6.393 4.632 0.18
H 1.934 4.321 4.243 0.07
H 2.705 4.404 5.801 0.14
C 4.245 5.197 8.982 0.63
O 4.195 4.897 7.793 -0.66
N 3.448 4.604 9.913 -0.41
N 5.099 6.143 9.457 -0.39
H 3.470 4.832 10.888 0.17
H 2.808 3.903 9.591 0.21
H 5.698 6.599 8.795 0.20
H 5.156 6.404 10.423 0.17
C 5.986 -1.008 -3.011 0.70
O 5.242 -0.066 -3.228 -0.65
N 7.345 -0.896 -3.042 -0.41
N 5.515 -2.263 -2.718 -0.35
H 7.971 -1.659 -2.866 0.16
H 7.726 0.006 -3.258 0.23
H 4.521 -2.384 -2.694 0.17
H 6.107 -3.051 -2.539 0.16
C -5.076 -6.007 -8.291 0.61
O -5.122 -4.972 -8.942 -0.70
N -5.040 -7.246 -8.893 -0.39
N -5.055 -6.021 -6.937 -0.22
H -4.998 -8.109 -8.387 0.17
H -5.051 -7.271 -9.896 0.24
H -5.087 -5.110 -6.451 0.22
H -5.008 -6.864 -6.398 0.19
C 0.723 8.929 -1.737 0.55
O 0.229 9.826 -1.069 -0.67
N 1.228 9.143 -2.988 -0.30
N 0.812 7.646 -1.292 -0.23
H 1.635 8.419 -3.549 0.17
H 1.178 10.076 -3.351 0.18
H 0.454 7.454 -0.377 0.10
H 1.216 6.899 -1.832 0.18
C -9.279 -7.745 -7.670 0.57
O -10.433 -7.834 -7.294 -0.64
N -8.271 -8.503 -7.131 -0.33
N -8.884 -6.890 -8.658 -0.31
H -7.317 -8.440 -7.429 0.15
H -8.519 -9.145 -6.403 0.18
H -9.590 -6.316 -9.079 0.19
H -7.936 -6.808 -8.978 0.17
C -2.275 13.126 -1.562 0.56
O -2.942 14.053 -1.989 -0.65
N -0.919 13.198 -1.409 -0.35
N -2.823 11.928 -1.196 -0.35
H -0.360 12.437 -1.061 0.21
H -0.474 14.058 -1.666 0.20
H -3.815 11.829 -1.291 0.20
H -2.281 11.158 -0.845 0.20
```

Values from the calculation:
LUMO level = -3.568 eV
Gap between HOMO and LUMO = 6.61 eV
HOMO level = -10.18 eV
Molecular weight = 1314.203 u
Calculated total energy = -123326.643 eV
Net charge = +1

***

No. 6
The following is a quantum chemistry calculation of a structure of composition C17H14BMnN8O4S in a non-equilibrium geometry, from OMol25.

```
46
Properties=species:S:1:pos:R:3:mulliken_spin:R:1
Mn 0.476 -0.127 0.397 4.02
C 1.935 1.787 -3.158 0.00
C 0.843 1.342 -2.400 0.00
N 1.236 1.317 -1.077 -0.05
N 2.604 1.646 -0.995 0.00
C 3.050 1.873 -2.262 0.00
B 3.374 1.302 0.330 -0.03
N 3.466 -0.231 0.415 0.00
C 4.437 -1.070 0.069 0.02
C 3.927 -2.369 -0.212 0.00
C 2.564 -2.192 0.034 0.03
N 2.241 -0.915 0.206 0.03
N 2.418 1.825 1.426 -0.01
C 2.807 2.526 2.479 0.01
C 1.873 2.465 3.502 0.00
C 0.929 1.564 3.046 0.01
N 1.265 1.167 1.764 0.03
H 1.967 1.925 -4.212 0.00
H -0.161 1.039 -2.602 0.00
H 4.024 2.299 -2.332 0.00
H 4.536 1.765 0.299 0.00
H 5.493 -0.743 -0.010 0.00
H 4.371 -3.290 -0.578 0.00
H 1.771 -3.020 0.080 -0.01
H 3.724 3.045 2.444 0.00
H 1.804 3.084 4.370 0.00
H 0.138 1.160 3.649 0.00
O -0.304 -3.805 2.073 -0.02
C -0.274 -2.605 2.022 0.00
N -0.042 -1.381 1.960 -0.09
O -2.643 1.775 -1.393 0.00
S -2.508 0.856 -0.281 0.01
O -2.195 1.335 1.055 0.01
N -1.455 -0.451 -0.628 -0.02
C -2.154 -1.581 -1.028 0.03
O -1.739 -2.541 -1.662 0.00
C -3.630 -1.402 -0.771 0.00
C -4.658 -2.279 -1.105 0.00
C -5.971 -1.889 -0.888 0.00
C -6.271 -0.593 -0.489 0.00
C -5.302 0.320 -0.197 0.00
C -3.969 -0.084 -0.349 0.00
H -4.470 -3.297 -1.425 0.00
H -6.680 -2.618 -1.133 0.00
H -7.320 -0.273 -0.463 0.00
H -5.528 1.340 0.028 0.00
```

Values from the calculation:
LUMO level (spin up / spin down) = -2.554 / -0.614 eV
Gap between HOMO and LUMO (spin up / spin down) = 6.83 / 8.78 eV
Spin multiplicity = 5
HOMO level (spin up / spin down) = -9.38 / -9.40 eV
Molecular weight = 492.168 u
Calculated total energy = -80799.790 eV
Net charge = 0

***

No. 7
The following is a quantum chemistry calculation of a cluster of 2 separate species, C3H4OS in total, from OMol25.

```
9
Properties=species:S:1:pos:R:3:mulliken_spin:R:1
C 0.318 0.263 0.726 -0.14
C 0.803 0.503 1.792 0.11
C -0.234 0.028 -0.588 0.00
O -2.510 -2.393 1.279 0.64
S -1.329 -3.265 1.273 1.37
H 0.548 0.107 -1.344 0.00
H -1.003 0.768 -0.802 0.00
H -0.678 -0.967 -0.645 0.00
H 1.238 0.657 2.734 0.03
```

Values from the calculation:
LUMO level (spin up / spin down) = 0.889 / -1.202 eV
Gap between HOMO and LUMO (spin up / spin down) = 10.48 / 8.84 eV
Spin multiplicity = 3
HOMO level (spin up / spin down) = -9.59 / -10.05 eV
Energy above the lowest of the compared OMol25 structures with the same formula, charge and spin = 24.2 kJ/mol
Molecular weight = 88.131 u
Calculated total energy = -16055.025 eV
Net charge = 0